[1]
The following is a DFT calculation (ωB97M-V with the def2-TZVPD basis set) of 6 unconnected molecules or ions with the total composition C23H43N5O10S in a non-equilibrium geometry.

Results
Structure (SMILES) = C=CCC1=C(C[SH](=O)=O)C(=O)OC1=O.CN(C)C=O.CN(C)C=O.CN(C)C=O.CN(C)C=O.CN(C)C=O
HOMO-LUMO gap = 6.9 eV
E = -2326.2003 hartree

Structure (XYZ):
```
82
C23H43N5O10S | the OMol25 dataset | ωB97M-V with the def2-TZVPD basis set
C -1.69649 2.00870 1.43590
C -4.19334 1.66401 0.85363
C -1.36617 -7.46131 1.29329
H 1.23102 4.87955 3.91115
H 2.60504 5.85336 -1.21299
C 3.51056 5.22796 -1.14865
H 3.24453 4.66353 6.90977
H 2.03349 -0.92678 0.86100
H 3.97256 5.68683 -4.25465
H -0.29042 -9.63504 2.60768
H -1.27829 4.38200 -3.57748
O -1.67256 -8.57655 -1.26207
O -2.64247 -3.11124 1.52080
H -3.84613 -0.68878 2.84708
H -2.23094 2.09526 -4.18114
N -2.66049 -4.46308 -2.69170
C 2.67150 4.90232 6.00966
C -0.90743 -9.09265 -0.45767
H -2.38121 -5.90256 -1.21995
O 1.75551 1.42483 5.58672
H 0.25773 3.47924 4.44986
O -3.86506 3.12600 0.89722
C -3.67562 -3.62590 -2.08675
H 2.85934 2.48724 6.91979
H -1.07768 -7.22683 2.32152
O 3.71316 4.49239 -0.19119
N -0.21875 2.62253 -3.89018
H 1.78650 3.05662 -3.57904
H -0.92791 3.98796 -5.28618
C 1.05581 2.23218 -3.53873
H 1.70981 3.21756 3.45595
H -4.32526 -3.22967 -2.87293
N 2.06979 3.71332 5.44345
H 5.33535 3.54494 -2.24722
C -1.80825 -3.91348 -3.62552
C 0.88784 1.08604 1.07412
C -1.28288 1.64023 -3.88182
H 1.21850 1.49264 0.01806
C 2.23444 2.46825 6.01185
H 1.87935 5.61160 6.26591
H 3.08081 6.77799 -3.16322
H -1.37563 1.22441 -2.87406
H 1.37430 -0.49600 2.77528
O -5.25648 1.04865 0.33012
O -1.79886 3.86889 -0.44164
C -0.52841 3.98553 -4.26793
H 3.33895 5.34862 5.26685
C 0.25264 -9.31062 1.71545
H -1.94235 -0.37460 3.25249
C 1.27022 3.83832 4.24245
C 1.44978 -0.21201 1.61837
C -2.57332 -5.85301 -2.29563
H -2.44441 -7.64062 1.24486
H 1.04130 -8.60804 1.99979
C -2.78515 -0.37186 2.43959
H -4.27137 -4.19786 -1.37023
H -1.07642 -4.63688 -4.02090
H 0.26270 3.09420 1.95391
C -2.84389 1.07642 1.60505
O 1.38628 1.10013 -3.20995
H -0.12969 1.61814 3.10459
H -0.32747 -9.99504 -0.71175
H 6.13107 4.83195 -3.20054
C -2.44039 3.15947 0.49010
C 5.57635 4.61154 -2.28449
H -1.11958 -6.61892 0.64004
H 0.36342 4.61706 -4.23065
H -3.52306 -6.34554 -2.52289
H 0.70461 -10.18193 1.23366
N -0.67064 -8.64140 0.82322
N 4.34643 5.37455 -2.23503
H 4.82944 7.01380 -3.41643
C -0.15006 1.98100 1.97905
H -3.18926 -2.78893 -1.57673
H -1.02701 0.83236 -4.57395
H 6.18780 4.86505 -1.41326
S -2.29501 -1.65827 1.11421
H -0.90273 -1.50232 0.84247
O -3.04950 -1.18139 -0.18700
O -1.82645 -2.74970 -4.00518
C 4.03364 6.26833 -3.33034
H -1.76708 -6.36470 -2.82828
```

=====

[2]
The following is a DFT calculation (ωB97M-V with the def2-TZVPD basis set) of a molecular structure, C23H43N7SYb in a non-equilibrium geometry.

Results
Net charge = +3
HOMO-LUMO gap (spin up / spin down) = 8.1 / 5.9 eV
Relative energy (zero: lowest compared OMol25 entry of this formula, charge and spin) = 0.0 kcal per mole
E = -2841.5193 hartree
Multiplicity = 2

Structure (XYZ):
```
75
C23H43N7SYb | the OMol25 dataset | ωB97M-V with the def2-TZVPD basis set
N -2.25336 -1.03012 -0.35831
H -1.99306 4.05776 1.45135
N 0.43176 1.79216 2.18413
H -0.99109 -3.26574 1.09430
H -1.00902 2.32945 -3.65164
H 0.02678 3.86050 -2.44592
C -0.51752 2.90503 2.47299
C -1.54468 -0.03772 -4.98897
H 2.25963 -5.66084 1.87279
H -3.25756 -2.85966 0.23507
H 1.78502 3.85242 -2.62595
H -3.52002 -1.50659 1.25990
C 2.75907 -4.69574 1.80618
H -2.02693 1.01329 -2.06933
C -1.72848 2.96276 1.54856
H 0.54241 -1.62254 -4.22120
H -2.16688 -3.04099 2.37451
C 1.79435 0.94177 -2.38083
H -2.36402 -0.88257 3.37966
H -0.09294 -1.96274 2.70893
C 0.93048 3.29172 -2.19539
H 2.52859 -4.15205 2.75913
H 1.39928 2.17615 2.00856
H -3.63340 2.25193 0.21660
C -1.65018 -2.50229 1.57019
H 3.91110 -0.78243 -3.27477
H 4.20790 1.64092 1.09033
N 2.47333 -0.16645 0.66763
H 0.03466 3.89311 2.36375
H -0.33732 -0.35811 4.75396
C -0.23571 1.55702 -3.49208
C 2.22551 -3.86858 0.63762
H -3.98174 -0.74003 -1.53922
S 4.10787 -1.98115 1.59173
H -3.74155 1.42846 -2.24105
C 1.79268 -0.29988 -3.07089
H -1.34804 -0.63422 -5.89330
H 3.12731 -1.47974 -1.79718
C 0.85856 1.90417 -2.68597
H 5.36966 0.60522 1.83324
H 2.67518 -4.21460 -0.32132
H -3.93993 0.10413 0.06538
H -1.88092 -1.52812 -1.21594
H -1.21063 1.16270 4.39911
H 2.59103 1.18119 -1.71895
H -1.90369 0.30479 2.18956
C -1.51131 -0.40008 2.92998
C 0.62365 0.89528 3.35509
H 2.78845 -2.17845 -3.39645
C -2.96376 1.14427 -1.48720
N -0.74283 -1.42127 2.09920
C -2.74218 -2.00597 0.63515
H -2.57423 2.46940 2.05403
H -0.94077 2.84895 3.49312
C 2.59057 -2.42718 0.77029
H 1.27059 0.07451 3.06854
N 1.84256 -1.41635 0.42430
C -2.81829 2.35944 -0.54008
N -1.53988 2.34060 0.23906
C -3.36245 -0.17019 -0.81065
H 1.12243 3.34888 -1.09896
H 1.11865 1.46066 4.21345
Yb -0.10484 0.22371 0.49909
H -1.95801 0.94757 -5.28755
C 2.94977 -1.24134 -2.86835
C -0.65174 0.30926 3.97896
H 1.13843 -3.96997 0.56408
N 4.39598 0.74375 1.56651
C 0.62983 -0.62163 -3.80957
H -0.87427 2.97141 -0.22032
H 3.81048 -4.94281 1.72480
C -0.32894 0.32917 -4.16585
H -2.95934 3.26515 -1.12500
H -2.34226 -0.54192 -4.37020
C 3.63020 -0.33865 1.21761
```

=====

[3]
The following is a DFT calculation (ωB97M-V with the def2-TZVPD basis set) of 6 unconnected molecules or ions with the total composition C23H44Br11NP in a non-equilibrium geometry.

Results
Net charge = +1
HOMO-LUMO gap = 9.8 eV
E = -29612.7272 hartree

Structure (XYZ):
```
80
C23H44Br11NP | the OMol25 dataset | ωB97M-V with the def2-TZVPD basis set
H -7.86724 -3.09772 0.25161
N 0.21852 -0.70328 -1.80163
Br 0.30697 -6.74525 -2.04165
C 2.63959 4.47070 0.95496
H 2.34667 4.63451 1.98980
H 1.97591 -1.14589 -2.97413
H 0.39586 2.48390 -1.91855
C 1.06890 -2.97597 -2.30344
H -0.65080 -7.75348 1.53051
C -3.43124 5.10174 3.15896
Br -5.11235 5.39740 4.08660
H 0.71530 0.71196 -3.27086
Br -4.33081 -4.26651 -0.64831
C -0.50486 1.88064 -1.99996
C 0.34589 0.12739 2.07082
H -0.94134 0.20730 -3.28257
C 7.45864 3.28860 1.73781
H -4.74065 0.61538 -2.10292
H 2.97298 1.11501 0.30987
Br 1.05115 4.86649 -0.10224
Br -1.33826 1.91114 -0.26078
H -1.62608 -7.29768 0.12051
H 0.78017 1.10549 1.87531
H 3.52931 6.39169 0.47012
H 2.54531 1.41684 -1.41623
C 2.18137 1.10036 -0.44077
C -7.01122 -3.76855 0.23868
H 7.88448 2.76763 0.88346
H 1.39793 1.79141 -0.12204
Br 5.66838 2.54783 1.95514
H -0.75543 3.01857 -3.79601
H 1.97084 -3.15295 -1.72704
H 7.33357 4.33885 1.49438
C -3.36221 3.72264 2.55980
H -1.37807 -1.81456 -2.49029
H 0.54995 -0.10523 3.11829
H -4.28057 3.44114 2.05459
H -0.85878 -3.80472 -1.81168
H 2.86035 3.42034 0.80308
H 0.03843 -3.44174 -0.38066
Br 4.58604 4.78189 -1.10707
C -0.67494 -7.15486 0.62298
C -2.01276 -1.37430 -0.55189
H -0.73611 0.22462 2.00312
H -2.52748 3.65359 1.86493
H 1.43846 -7.09669 0.14486
H -1.90287 3.46864 -2.52223
H -6.40572 -3.58255 -1.83655
Br -7.73947 -5.54036 -0.08718
H 0.58371 -8.55716 -0.38897
P 1.59603 -0.63575 -0.49047
H -6.55409 -3.79266 1.22258
H 8.20666 2.06822 3.36552
H -2.63858 5.28340 3.87746
C -3.14373 -0.72850 -1.22966
H -2.11169 1.96507 -3.48839
H 9.34096 3.28874 2.75424
H 4.58939 5.25058 1.32191
C -3.99175 -0.04248 -1.72879
C -0.13581 0.52555 -2.61638
C 8.29656 3.07396 2.96842
H 0.39391 -1.59590 -3.77774
C 0.50435 -7.48144 -0.25080
H 1.04395 -3.65726 -3.15067
Br -3.02836 2.36377 3.91528
C -1.40219 2.63438 -3.00174
Br -0.64278 -5.30186 1.23335
H -3.39285 5.85616 2.37614
C 3.79970 5.34666 0.58138
Br 7.79173 4.29201 4.39622
C -0.17169 -3.07262 -1.38312
C 0.96811 -1.53872 -2.85566
H -1.70604 -0.79392 0.31577
H -2.41033 -2.31155 -0.13884
C -0.88719 -1.72544 -1.51645
H 0.20729 -1.84086 1.11792
C -6.04439 -3.35739 -0.83852
C 0.89571 -1.00075 1.18904
H 1.78734 -1.39972 1.68386
H -5.81566 -2.29591 -0.76644
```